78
Properties=species:S:1:pos:R:3:forces:R:3:lowdin_spin:R:1 method="wB97M-V/def2-TZVPD" e_tot_ev=-105148.286 multiplicity=3 orbital_gap_ev="7.80 / 4.83" charge=0
H -0.4694 4.3756 1.7131 0.325 -0.301 0.279 0.00
C 0.0346 -3.0935 -2.6609 -1.737 -0.534 1.700 0.04
O 3.0523 0.6347 1.8460 2.243 0.486 -0.331 0.00
S 1.3628 0.2925 -0.6493 -1.069 -0.003 -0.479 0.69
C -7.6843 0.8590 -0.9585 -1.256 0.491 -0.568 0.00
C -6.6934 -0.0229 -0.6300 -0.175 -0.198 0.250 0.00
H -2.4141 2.4126 2.7008 0.371 -0.302 -0.155 0.00
N -2.9531 0.5710 -1.2168 0.055 -0.077 -0.030 0.01
S -2.9984 2.9308 -2.5608 0.729 0.199 -0.213 0.01
C 0.7537 -0.1236 -5.5882 0.080 0.295 -0.352 -0.02
C 1.8930 -2.7246 1.2703 0.952 -0.492 -0.963 0.02
H -1.5700 0.9349 2.0732 -0.098 0.704 0.242 0.00
C -0.3987 -2.7379 2.2443 -0.438 0.424 -0.207 0.00
O -1.0015 -3.0425 -1.9484 1.781 0.190 -1.013 0.30
H 1.8571 -3.5328 3.8241 -0.048 0.116 0.257 0.00
C -0.0162 2.0036 4.1819 1.080 0.859 0.520 0.00
H 4.4824 3.4338 0.4359 -1.343 -0.771 0.437 0.00
C 1.6310 -1.1735 -5.5467 0.283 -0.662 0.993 0.05
C -5.0549 1.4480 -1.6089 -1.977 0.742 -0.594 0.00
C 1.4718 -2.2435 -4.5836 -2.655 1.935 -0.634 0.00
C -6.1119 2.3258 -2.0218 2.500 -0.190 0.219 0.00
C -5.3964 0.2945 -0.9590 0.075 -0.525 0.083 0.00
O -3.9067 -1.7624 -1.6297 -0.070 -0.786 -0.607 0.00
H 4.9973 -0.4513 0.4577 -0.299 1.017 -0.139 0.00
O 0.7907 1.9182 1.9285 0.510 -0.447 -0.354 0.02
H 2.8187 2.7007 0.1104 0.175 0.037 -0.150 0.01
H -6.9453 -0.9276 -0.1201 0.061 -0.418 0.342 0.00
H 0.9591 4.3084 2.7710 -0.136 -0.204 0.068 0.00
S -3.9776 -0.7126 -0.6825 0.443 1.715 0.597 0.00
C -0.0880 3.9993 2.6808 -0.179 0.868 -0.535 0.00
C -7.4086 1.9949 -1.7319 -0.113 0.705 0.417 0.00
C -1.5311 2.0484 2.1373 -1.576 -0.649 -0.091 0.00
H 1.5882 -2.3297 0.2670 -0.174 -0.435 0.684 0.02
Au -0.9066 0.3723 -0.9922 0.527 -0.044 0.031 0.16
C -0.2542 2.4946 2.7838 0.614 -0.135 -1.429 0.00
H -8.1708 2.7237 -2.0158 -0.043 -0.481 0.170 0.00
H -0.6624 4.5531 3.4325 0.051 -0.357 0.107 0.00
H 2.5804 -1.9009 3.8761 -0.193 -0.164 -0.137 0.00
C 0.3416 -2.1082 -3.6890 1.204 1.784 -0.675 0.09
C 1.9025 -4.3914 -3.5455 1.133 0.046 0.056 -0.02
H 1.0027 2.4309 4.4970 -1.448 -0.817 -0.168 0.00
C 5.2076 1.5624 2.4097 -0.613 0.441 0.727 0.00
H 0.9783 -2.1554 4.5635 -0.281 -0.019 0.221 0.00
I 0.7701 -5.6421 -1.0618 -0.106 0.422 -0.330 0.04
H 6.1831 1.9364 2.0642 -0.405 -0.119 0.010 0.00
H 2.5192 -1.1929 -6.1488 0.137 -0.042 -0.444 0.00
H 3.1849 3.3207 1.7362 0.347 -0.331 -0.656 0.00
O 0.9185 -0.7503 2.3173 -0.489 0.509 -0.441 0.01
H 1.8540 -3.8575 1.2250 -0.011 1.406 0.111 0.00
C -0.2864 -0.0981 -4.6501 0.369 0.271 0.444 0.06
C 4.7920 0.6084 0.1506 1.575 0.554 -0.571 0.00
H -0.0027 0.9196 4.1772 0.058 -0.157 0.262 0.00
H 5.8125 1.0711 -0.1982 -1.894 -0.774 0.658 0.00
H -1.0267 -2.2990 3.0320 0.031 -0.135 -0.256 0.00
C 4.1842 1.4453 1.2849 -0.600 -1.029 0.191 0.00
H 4.1152 0.6308 -0.7038 0.158 -0.242 -0.090 0.00
H 2.6372 -5.2064 -3.5488 -0.799 -0.014 0.309 0.00
C 1.6419 -2.4611 3.7686 0.195 -0.248 -0.923 0.00
C 0.9826 -4.1781 -2.5399 0.249 -0.854 -0.485 0.19
C 3.6156 2.8043 0.8473 1.455 0.646 0.396 0.01
H -0.4033 -3.8209 2.3621 0.098 -0.052 0.066 0.00
C 1.0159 -2.1714 2.3844 0.204 -0.352 0.182 0.00
H -5.7586 3.2714 -2.4692 -0.647 -0.597 -0.003 0.00
H 0.8391 0.7465 -6.2689 0.151 -0.905 0.320 0.00
I 3.4262 -4.0540 -6.0832 -0.002 0.205 0.089 0.06
H -0.8007 2.3868 4.8498 0.281 -0.179 -0.071 0.00
Si 1.5038 0.5058 1.5032 -1.020 1.050 1.337 0.05
H -0.9717 0.7533 -4.6708 0.030 -0.287 0.337 0.00
H 4.7958 2.2624 3.1642 0.391 -0.329 -0.228 0.00
H -1.6672 2.4163 1.0992 0.417 -0.020 0.573 0.00
C 2.1188 -3.4597 -4.5706 0.856 -1.216 0.158 0.23
H -0.8693 -2.5173 1.2509 0.539 -0.015 0.766 0.00
C -3.6076 1.6129 -1.8153 0.125 -1.224 1.145 0.00
H 2.9653 -2.4216 1.3495 -0.689 -0.195 0.302 0.00
H 5.3300 0.5876 2.9034 0.069 0.261 -0.274 0.00
O -3.7924 -1.0432 0.7152 0.108 0.609 -0.890 0.00
N -0.3908 -0.9775 -3.6754 -0.938 -0.576 -0.377 -0.01
H -8.7207 0.6818 -0.6453 0.482 -0.085 -0.195 0.00